Below is 2 unconnected molecules or ions with the total composition C6H8N2O2 at a distorted geometry, with properties calculated with wB97M-V/def2-TZVPD.

Each line ends with the Löwdin charge.
Positions of all 18 atoms, in Å:
1 O 2.26 1.05 -0.94  0.1542
2 C 1.08 0.96 -0.73  -0.3362
3 C 0.27 2.22 -0.59  -0.0900
4 N -0.12 3.32 -0.72  0.1705
5 C 0.28 -0.30 -0.57  -0.2543
6 N 1.03 -1.57 -0.54  0.0555
7 C 0.38 -1.92 0.73  -0.2362
8 C 0.82 -0.96 1.78  -0.0583
9 C -0.29 -0.56 0.84  -0.1538
10 H -0.54 -0.28 -1.30  0.1487
11 H 0.75 -2.18 -1.31  0.1146
12 H -0.03 -2.91 0.91  0.1442
13 H 0.47 -1.18 2.79  0.1111
14 H 1.81 -0.51 1.72  0.1179
15 H -1.30 -0.30 1.16  0.1289
16 O -2.28 1.47 -1.37  -0.1151
17 H -2.55 1.19 -0.50  0.0254
18 H -2.01 2.48 -1.36  0.0729

E_HOMO, eV: -9.36
SMILES: N#CC(=O)[C@H]1N[C@H]2C[C@H]21.O

Below is a single C3H6N2O2 molecule at a distorted geometry, with properties calculated with wB97M-V/def2-TZVPD.

Each line ends with the Löwdin charge.
Positions of all 13 atoms, in Å:
1 C -0.58 -1.59 0.27  -0.0384
2 C -0.20 -0.25 -0.27  -0.4287
3 C 0.22 1.22 1.64  -0.2623
4 H -0.09 -2.30 -0.39  0.0714
5 H -0.34 -1.90 1.30  0.0774
6 H -1.74 -1.84 0.29  0.1151
7 H -0.45 2.00 2.26  0.1811
8 H 0.39 1.70 -1.43  0.0849
9 H 0.88 0.71 -2.90  0.1220
10 N 0.34 -0.26 -1.37  0.0012
11 N 0.77 0.88 -1.87  0.0253
12 O -0.52 0.90 0.51  -0.0043
13 O 1.31 0.72 1.95  0.0551

E_HOMO, eV: -8.86
SMILES: C/C(=N/N)OC=O

Relative energy (zero: lowest compared OMol25 entry of this formula, charge and spin) per entry: 362.2, 324.3 kJ/mol
Frontier orbital gap per entry: 9.1647, 9.7764 eV